10
Properties=species:S:1:pos:R:3 method="wB97M-V/def2-TZVPD" relative_energy_kcal_mol=39.8 molar_mass_g_mol=84.078 lumo_energy_ev=0.853 homo_energy_ha=-0.3195
N 1.845 0.045 -0.028
C 0.482 -0.067 0.090
C -0.571 0.630 -0.430
C -1.684 0.004 0.185
N -1.348 -0.969 0.987
O 0.046 -1.014 0.924
H 2.354 -0.796 0.211
H 2.165 0.474 -0.883
H -0.554 1.458 -1.123
H -2.735 0.236 0.067



10
Properties=species:S:1:pos:R:3 method="wB97M-V/def2-TZVPD" relative_energy_kcal_mol=67.3 molar_mass_g_mol=84.078 lumo_energy_ev=0.961 homo_energy_ha=-0.3365
N -1.542 1.084 -0.441
C -0.999 -0.115 -0.431
O -0.532 -0.373 0.834
C 0.723 -1.007 0.593
C 1.584 -0.167 -0.267
N 2.231 0.500 -0.954
H -1.575 1.695 0.370
H -1.694 1.495 -1.349
H 1.216 -1.140 1.554
H 0.585 -1.970 0.095



10
Properties=species:S:1:pos:R:3 method="wB97M-V/def2-TZVPD" relative_energy_kcal_mol=78.5 molar_mass_g_mol=84.078 lumo_energy_ev=0.535 homo_energy_ha=-0.3820
H 2.719 0.472 0.318
N 1.717 0.531 0.144
C 1.222 -0.583 0.525
O -0.110 -0.796 0.498
C -0.813 0.197 -0.268
C -2.246 0.066 -0.002
N -3.383 -0.003 0.192
H 1.987 -1.130 -0.048
H -0.619 0.038 -1.338
H -0.474 1.206 -0.022



10
Properties=species:S:1:pos:R:3 method="wB97M-V/def2-TZVPD" relative_energy_kcal_mol=117.0 molar_mass_g_mol=84.078 lumo_energy_ev=0.248 homo_energy_ha=-0.3191
N 1.529 -0.376 -0.623
C 0.307 0.176 -0.370
C -0.556 1.144 -0.302
C -1.089 -0.223 -0.029
N -1.314 -0.713 1.344
O -0.281 -0.794 1.967
H 1.868 -0.954 0.136
H 2.235 0.252 -0.978
H -0.870 2.164 -0.449
H -1.829 -0.677 -0.697



10
Properties=species:S:1:pos:R:3 method="wB97M-V/def2-TZVPD" relative_energy_kcal_mol=84.1 molar_mass_g_mol=84.078 lumo_energy_ev=0.659 homo_energy_ha=-0.3586
C 0.270 1.707 -0.207
C 0.233 0.265 -0.455
N 0.428 -0.639 -1.268
N 0.386 -0.857 0.370
C -0.538 -1.891 0.587
O -0.998 -2.573 -0.292
H 0.365 2.240 -1.154
H -0.628 1.990 0.340
H 1.152 1.884 0.420
H -0.668 -2.127 1.659



10
Properties=species:S:1:pos:R:3 method="wB97M-V/def2-TZVPD" relative_energy_kcal_mol=37.8 molar_mass_g_mol=84.078 lumo_energy_ev=0.686 homo_energy_ha=-0.3775
O 1.721 -1.058 -0.413
C 0.755 -0.414 -0.036
C -0.378 -0.179 -1.037
N -1.403 0.571 -0.395
C -1.671 1.085 0.628
N 0.597 0.129 1.201
H 0.002 0.369 -1.902
H -0.772 -1.132 -1.396
H -0.227 0.678 1.533
H 1.375 -0.050 1.816



10
Properties=species:S:1:pos:R:3 method="wB97M-V/def2-TZVPD" relative_energy_kcal_mol=91.0 molar_mass_g_mol=84.078 lumo_energy_ev=0.606 homo_energy_ha=-0.3267
O -1.949 0.426 0.257
C -0.657 0.152 0.067
C 0.427 1.025 0.279
C 1.488 0.151 -0.262
N 1.095 -1.040 -0.617
N -0.251 -1.049 -0.380
H -2.012 1.395 0.213
H 0.083 0.453 1.287
H 2.530 0.407 -0.445
H -0.754 -1.920 -0.399



10
Properties=species:S:1:pos:R:3 method="wB97M-V/def2-TZVPD" relative_energy_kcal_mol=34.3 molar_mass_g_mol=84.078 lumo_energy_ev=0.756 homo_energy_ha=-0.4032
H -0.964 2.227 1.403
N -0.778 1.304 1.022
C 0.370 1.253 0.500
O 0.864 0.150 -0.099
C -0.003 -0.978 -0.135
C 0.119 -1.638 -1.441
N 0.171 -2.185 -2.457
H 1.118 2.047 0.448
H -1.038 -0.666 0.028
H 0.281 -1.678 0.658



10
Properties=species:S:1:pos:R:3 method="wB97M-V/def2-TZVPD" relative_energy_kcal_mol=87.7 molar_mass_g_mol=84.078 lumo_energy_ev=0.532 homo_energy_ha=-0.3342
N -1.328 0.466 -1.139
C -1.580 0.113 0.202
O -0.438 0.072 0.865
C 0.828 -0.189 0.208
C 1.691 -0.788 1.234
N 2.371 -1.277 2.030
H -2.180 0.323 -1.677
H -1.334 1.479 -0.950
H 1.294 0.708 -0.203
H 0.672 -0.901 -0.607



10
Properties=species:S:1:pos:R:3 method="wB97M-V/def2-TZVPD" relative_energy_kcal_mol=110.3 molar_mass_g_mol=84.078 lumo_energy_ev=-0.986 homo_energy_ha=-0.3269
O 1.154 -0.795 1.012
C 0.729 0.155 -1.018
C 0.164 -0.808 0.000
N -1.026 -0.131 0.527
N -1.115 1.068 0.076
C -0.112 1.257 -0.816
H 1.990 -0.724 0.524
H -0.095 -1.830 -0.306
H -1.673 -0.442 1.239
H -0.017 2.251 -1.236



10
Properties=species:S:1:pos:R:3 method="wB97M-V/def2-TZVPD" relative_energy_kcal_mol=104.3 molar_mass_g_mol=84.078 lumo_energy_ev=1.079 homo_energy_ha=-0.3279
C 2.127 1.293 0.292
C 0.833 1.386 -0.389
C -0.375 -0.661 -0.266
N 1.449 2.352 0.534
N -1.578 -1.010 0.211
O -0.188 0.606 0.147
H 2.945 0.736 0.510
H 0.533 1.629 -1.468
H -1.784 -1.957 0.281
H -2.172 -0.378 0.841



10
Properties=species:S:1:pos:R:3 method="wB97M-V/def2-TZVPD" relative_energy_kcal_mol=38.6 molar_mass_g_mol=84.078 lumo_energy_ev=0.414 homo_energy_ha=-0.3259
N 1.911 1.458 -1.549
C 1.207 0.836 -0.886
C 0.377 0.154 0.061
N -0.406 0.856 0.991
C 0.054 -1.071 -0.411
O -0.937 -1.836 0.108
H -1.417 0.776 0.850
H -0.135 1.830 1.087
H 0.635 -1.592 -1.153
H -1.289 -1.410 0.902